[1]
C31H73F3NO24P6 | the ωB97M-V functional and the def2-TZVPD basis

As for the total energy: -5433.12332 a.u. The total charge is -1. For the HOMO energy, the calculation gives -5.70 eV. The frontier orbital gap is 0.2016 Ha. The energy relative to the best compared isomer or geometry (same formula, charge and spin) comes out at 0.0 kJ/mol.

Each line ends with the Mulliken charge.
Positions of all 138 atoms, in Å:
1 C 5.9884 -2.5140 1.4939  -0.814
2 C 6.4491 -2.4407 0.0077  -0.367
3 O 6.1085 -1.2449 -0.6828  -0.551
4 C 4.7502 -0.8602 -0.5181  -0.401
5 C 3.6955 -1.9495 -0.8914  -0.287
6 C 2.5748 -1.3069 -1.7662  -1.659
7 C 1.1307 -1.8060 -1.3660  0.164
8 C 0.8404 -1.4799 0.1300  -0.876
9 P -0.8537 -0.7263 0.6010  1.990
10 C -1.6675 -2.1216 -0.4519  -1.429
11 C -1.5273 -3.6262 -0.2162  -1.374
12 O -0.2200 -4.2618 -0.1404  -0.111
13 C -0.1201 -5.4388 -0.7881  0.546
14 O 0.8346 -5.6236 -1.4643  -0.574
15 C -1.1307 -6.5858 -0.6462  -0.374
16 C -0.7736 -7.5404 0.5299  -1.120
17 C -0.8634 0.5795 -0.8005  -1.028
18 C -1.9517 0.5139 -1.9302  -1.130
19 C -1.4002 0.2763 -3.3487  0.876
20 F -2.3143 0.8626 -4.2377  -0.142
21 F -1.3763 -0.9979 -3.7336  -0.283
22 F -0.2533 0.9142 -3.5810  -0.324
23 N 0.0519 0.3691 1.7788  0.436
24 C 0.8588 -0.0853 2.8400  0.213
25 C 0.7416 0.8069 4.1323  -1.583
26 O 1.6654 -0.9694 2.9305  -0.353
27 C 0.6001 1.6175 1.3749  0.233
28 C 1.9726 1.8753 0.7210  -0.827
29 O 0.0011 2.6213 1.6441  -0.598
30 P -1.3224 -2.0337 2.4113  1.111
31 O -1.5815 -1.2578 3.6825  -0.856
32 O -2.9753 -2.4986 2.2566  -0.695
33 O -0.3337 -3.2607 2.7680  -0.533
34 H 6.7776 -2.9564 2.1201  0.401
35 H 5.7903 -1.5103 1.8996  0.151
36 H 5.0545 -3.0950 1.5412  0.255
37 H 6.1403 -3.3451 -0.5541  0.220
38 H 7.5555 -2.4758 0.0162  0.395
39 H 4.5960 -0.0071 -1.2025  0.414
40 H 4.5245 -0.4641 0.4933  0.067
41 H 4.1922 -2.7360 -1.4874  0.604
42 H 3.2856 -2.4656 -0.0068  0.200
43 H 2.5487 -0.2049 -1.7396  0.408
44 H 2.7212 -1.6958 -2.7920  0.632
45 H 0.4654 -1.3668 -2.1237  -0.487
46 H 1.1783 -2.8865 -1.6013  0.095
47 H 1.6851 -0.7952 0.3581  0.390
48 H 1.1161 -2.3713 0.7171  0.431
49 H -2.1399 -0.1335 0.9484  0.086
50 H -1.5503 -2.0125 -1.5453  0.719
51 H -2.7595 -1.9202 -0.3444  0.569
52 H -2.1300 -4.0833 0.5945  0.404
53 H -2.0120 -4.1145 -1.0958  0.726
54 H -2.1567 -6.1901 -0.5764  0.302
55 H -1.0461 -7.1841 -1.5663  0.342
56 H -0.9233 -7.0553 1.5066  0.262
57 H -1.3553 -8.4714 0.4550  0.370
58 H 0.2889 -7.8216 0.4229  0.286
59 H -1.2762 1.4821 -0.3062  0.585
60 H 0.1243 0.7740 -1.2428  0.082
61 H -2.4576 1.4892 -2.0771  0.446
62 H -2.8033 -0.1503 -1.7160  0.291
63 H 0.7521 0.1039 4.9784  0.456
64 H 1.5655 1.5327 4.2082  0.237
65 H -0.2504 1.2847 4.1447  0.170
66 H 2.7101 1.2783 1.3054  0.086
67 H 2.0424 1.4825 -0.3053  0.087
68 H 2.2897 2.9182 0.8168  0.421
69 H -3.3895 -1.6821 1.9368  0.403
70 H -0.2478 -3.3808 3.7266  0.334
71 C 3.6017 -0.9354 5.4170  -0.747
72 O 4.9437 -1.1672 4.9383  -0.033
73 P 6.1862 -0.4959 5.8541  1.042
74 O 7.2867 -0.7134 4.8573  -0.702
75 O 6.1101 -1.6696 6.9731  -0.406
76 C 6.3752 -3.0058 6.5701  -0.634
77 O 7.0132 0.4650 6.9481  -0.334
78 C 7.3910 1.7595 6.4659  -0.678
79 H 2.9137 -1.5049 4.7990  0.138
80 H 3.4994 -1.2594 6.4573  0.383
81 H 3.3548 0.1222 5.3354  0.367
82 H 6.9145 -3.0530 5.6239  0.294
83 H 5.4324 -3.5486 6.4754  0.242
84 H 6.9765 -3.4803 7.3456  0.231
85 H 6.5612 2.2450 5.9525  0.319
86 H 8.2423 1.6710 5.7909  0.282
87 H 7.6783 2.3680 7.3223  0.239
88 C -6.0803 1.1831 -8.8032  -0.546
89 O -6.4316 0.5110 -7.5830  -0.355
90 P -6.3160 1.4301 -6.1689  1.319
91 O -6.4536 0.2914 -5.2050  -0.722
92 O -7.7253 2.1891 -6.4506  -0.372
93 C -8.9115 1.4112 -6.5142  -0.699
94 O -5.8967 2.6395 -5.0969  -0.418
95 C -4.6107 2.4794 -4.4793  -0.419
96 H -6.3014 0.5166 -9.6350  0.272
97 H -6.6607 2.1025 -8.9231  0.318
98 H -5.0139 1.4170 -8.8105  0.138
99 H -8.7902 0.4333 -6.0481  0.344
100 H -9.2026 1.2797 -7.5590  0.233
101 H -9.7013 1.9554 -5.9967  0.237
102 H -3.8610 2.2150 -5.2205  -0.017
103 H -4.6582 1.7113 -3.7093  0.367
104 H -4.3333 3.4266 -4.0181  0.298
105 C -1.0326 0.8013 9.3631  -0.704
106 O -0.4813 2.0588 8.9390  -0.297
107 P -1.5085 3.0571 8.0244  1.190
108 O -0.3720 3.9697 7.6414  -0.691
109 O -2.3112 3.5777 9.3385  -0.375
110 C -1.5715 4.1864 10.3865  -0.679
111 O -2.6247 3.8407 7.0443  -0.348
112 C -2.3990 3.7189 5.6301  -0.578
113 H -0.3131 0.3186 10.0224  0.249
114 H -1.9683 0.9495 9.9095  0.324
115 H -1.2093 0.1573 8.5001  0.265
116 H -0.5908 4.5283 10.0555  0.349
117 H -1.4482 3.4732 11.2047  0.243
118 H -2.1416 5.0412 10.7500  0.239
119 H -2.1808 2.6881 5.3540  0.238
120 H -1.5752 4.3644 5.3290  0.280
121 H -3.3051 4.0352 5.1164  0.287
122 C 0.5170 4.0352 -10.1422  -0.718
123 O -0.4791 3.0038 -10.0594  -0.334
124 P -1.2475 2.8295 -8.5620  1.179
125 O -1.9159 1.5199 -8.8597  -0.705
126 O -2.2219 4.1037 -8.8257  -0.325
127 C -3.1197 4.0559 -9.9249  -0.688
128 O -1.5749 2.9339 -6.9320  -0.329
129 C -0.9233 1.9574 -6.0903  -0.883
130 H 0.8478 4.1072 -11.1766  0.230
131 H 0.1059 5.0004 -9.8348  0.328
132 H 1.3729 3.7838 -9.5137  0.293
133 H -3.2843 3.0382 -10.2806  0.353
134 H -2.7251 4.6639 -10.7419  0.235
135 H -4.0717 4.4781 -9.6030  0.243
136 H 0.1345 1.8712 -6.3433  0.445
137 H -1.4091 0.9943 -6.1974  0.363
138 H -1.0100 2.2915 -5.0718  0.222

[2]
C5H13OPS | the ωB97M-V functional and the def2-TZVPD basis

As for the SMILES: CC(C)(C)S.CP=O. As for the total energy: -1013.07782 a.u. The total charge is 0. For the HOMO energy, the calculation gives -9.13 eV. The frontier orbital gap is 0.3217 Ha. The energy relative to the best compared isomer or geometry (same formula, charge and spin) comes out at 10.5 kJ/mol.

Each line ends with the natural charge from an NBO analysis.
Positions of all 21 atoms, in Å:
1 C -1.4091 -0.7188 -0.5762  -0.624
2 C -0.0342 0.0414 1.3912  -0.627
3 C -1.9377 1.4575 0.5711  -0.622
4 C 3.4043 -0.9187 -1.0296  -1.061
5 C -0.8409 0.4775 0.1741  -0.093
6 O 5.0137 0.7980 0.2197  -0.981
7 P 3.8521 -0.0185 0.5551  1.310
8 S 0.3626 1.3534 -0.9443  -0.076
9 H -1.9891 -1.3419 0.1010  0.212
10 H -2.0619 -0.3914 -1.3825  0.210
11 H -0.6100 -1.3213 -1.0008  0.217
12 H 0.5050 0.8873 1.8079  0.217
13 H 0.6850 -0.7230 1.1151  0.211
14 H -0.6926 -0.3608 2.1560  0.216
15 H -1.5085 2.3185 1.0705  0.219
16 H -2.4816 1.8095 -0.3007  0.212
17 H -2.6400 0.9733 1.2436  0.206
18 H 3.0547 -0.1645 -1.7380  0.260
19 H 2.6241 -1.6569 -0.8801  0.225
20 H 4.2928 -1.3946 -1.4436  0.247
21 H -0.3634 1.2186 -2.0553  0.121

[3]
C6H9N | the ωB97M-V functional and the def2-TZVPD basis

As for the total energy: -288.65334 a.u. The total charge is 0. For the HOMO energy, the calculation gives -8.56 eV. The frontier orbital gap is 0.3574 Ha. The energy relative to the best compared isomer or geometry (same formula, charge and spin) comes out at 337.9 kJ/mol.

Each line ends with the natural charge from an NBO analysis.
Positions of all 16 atoms, in Å:
1 C 1.8943 0.3949 0.0593  -0.428
2 N 0.9325 -0.6010 -0.3882  -0.402
3 C 0.0481 -1.1102 0.6429  -0.056
4 C -1.0474 -0.0595 0.8518  -0.272
5 C -0.9352 1.0066 -0.2314  -0.411
6 C -0.2829 -0.1009 -1.0860  -0.044
7 C -1.1271 -1.1076 -0.2487  -0.251
8 H 1.4647 1.1426 0.7453  0.173
9 H 2.3104 0.9176 -0.8081  0.201
10 H 2.7146 -0.1103 0.5803  0.203
11 H 0.3581 -1.8321 1.3925  0.222
12 H -1.6775 -0.0626 1.7357  0.220
13 H -0.4487 1.9751 -0.0765  0.191
14 H -1.9370 1.1605 -0.6512  0.207
15 H -0.1911 -0.0122 -2.1702  0.208
16 H -2.0759 -1.6010 -0.3476  0.238

[4]
C6H9NO2 | the ωB97M-V functional and the def2-TZVPD basis

As for the total energy: -439.10153 a.u. The total charge is 0. For the HOMO energy (spin up / spin down), the calculation gives -7.55 / -7.75 eV. The frontier orbital gap (spin up / spin down) is 0.2948 / 0.3082 Ha. The energy relative to the best compared isomer or geometry (same formula, charge and spin) comes out at 459.0 kJ/mol.

Each line ends with the natural charge from an NBO analysis.
Positions of all 18 atoms, in Å:
1 C 1.0769 -1.5641 -0.9358  -0.314
2 C 0.4203 -2.1941 0.0243  -0.323
3 C 0.5560 -0.4780 -1.8300  0.648
4 C -0.3416 0.6514 0.0045  0.362
5 C -1.7760 0.9540 0.2258  -0.677
6 C 1.7020 1.5572 0.7470  -0.106
7 N 0.1225 0.6939 -1.3351  -0.662
8 O 0.6102 -0.6225 -3.0169  -0.587
9 O 0.4637 1.2043 0.9418  -0.397
10 H 1.8030 -2.1693 -1.5360  0.233
11 H 0.8577 -3.1227 0.4827  0.212
12 H -1.9456 1.8953 0.8175  0.232
13 H -2.1815 0.1037 0.7322  0.227
14 H -2.2723 1.0515 -0.8218  0.211
15 H 2.2958 1.6455 1.6273  0.175
16 H 1.9874 1.5573 -0.2636  0.165
17 H -0.4573 -1.7351 0.4118  0.199
18 H -0.4704 1.2367 -1.9501  0.402

Copy entry 4 word for word.
C6H9NO2 | the ωB97M-V functional and the def2-TZVPD basis

As for the total energy: -439.10153 a.u. The total charge is 0. For the HOMO energy (spin up / spin down), the calculation gives -7.55 / -7.75 eV. The frontier orbital gap (spin up / spin down) is 0.2948 / 0.3082 Ha. The energy relative to the best compared isomer or geometry (same formula, charge and spin) comes out at 459.0 kJ/mol.

Each line ends with the natural charge from an NBO analysis.
Positions of all 18 atoms, in Å:
1 C 1.0769 -1.5641 -0.9358  -0.314
2 C 0.4203 -2.1941 0.0243  -0.323
3 C 0.5560 -0.4780 -1.8300  0.648
4 C -0.3416 0.6514 0.0045  0.362
5 C -1.7760 0.9540 0.2258  -0.677
6 C 1.7020 1.5572 0.7470  -0.106
7 N 0.1225 0.6939 -1.3351  -0.662
8 O 0.6102 -0.6225 -3.0169  -0.587
9 O 0.4637 1.2043 0.9418  -0.397
10 H 1.8030 -2.1693 -1.5360  0.233
11 H 0.8577 -3.1227 0.4827  0.212
12 H -1.9456 1.8953 0.8175  0.232
13 H -2.1815 0.1037 0.7322  0.227
14 H -2.2723 1.0515 -0.8218  0.211
15 H 2.2958 1.6455 1.6273  0.175
16 H 1.9874 1.5573 -0.2636  0.165
17 H -0.4573 -1.7351 0.4118  0.199
18 H -0.4704 1.2367 -1.9501  0.402

> Which of these has the lowest energy relative to the best compared isomer or geometry (same formula, charge and spin)?

C31H73F3NO24P6